# 1
{
  "formula": "C3H6I2N2",
  "method": "the ωB97M-V functional and the def2-TZVPD basis",
  "elements": ["C", "C", "C", "N", "N", "I", "I", "H", "H", "H", "H", "H", "H"],
  "positions_angstrom": [[-1.05512, -1.83300, 0.79111], [-0.31430, -0.50586, 0.68823], [0.05048, 0.00340, -0.69222], [1.75520, 2.60632, -0.69185], [1.28526, 2.92820, 0.33481], [-1.58069, 0.62096, -1.87400], [1.81235, -0.32999, -1.61327], [-1.89571, -1.67161, 0.06420], [-1.23273, -2.08120, 1.90885], [-0.57812, -2.63250, 0.35935], [0.60288, -0.73397, 1.17345], [-0.92797, 0.41479, 0.96041], [2.07848, 3.21445, -1.40907]],
  "multiplicity": 1,
  "relative_energy_kcal_mol": 40.5,
  "homo_lumo_gap_ev": [7.732, 7.722],
  "total_energy_ha": -822.6405,
  "e_homo_ha": [-0.2800, -0.2958]
}

# 2
{
  "formula": "C3H2O4Pd",
  "method": "the ωB97M-V functional and the def2-TZVPD basis",
  "elements": ["O", "C", "Pd", "C", "C", "O", "O", "O", "H", "H"],
  "positions_angstrom": [[0.00154, 4.52673, -1.54803], [0.00370, 3.39646, -1.65927], [-0.00624, -1.35044, -0.08853], [1.78550, -0.76176, -0.80635], [-1.79280, -0.73745, -0.82320], [2.70346, -0.35105, -1.45620], [-2.68547, -0.37860, -1.43808], [0.00847, -1.74958, 2.37357], [-0.81492, -1.34203, 2.72081], [0.79677, -1.25229, 2.72527]],
  "multiplicity": 3,
  "homo_lumo_gap_ev": [8.133, 3.825],
  "total_charge": 2,
  "total_energy_ha": -543.4814,
  "e_homo_ha": [-0.6984, -0.6978],
  "s_squared": 2.007
}

# 3
{
  "formula": "C4H3BrN2S",
  "method": "the ωB97M-V functional and the def2-TZVPD basis",
  "elements": ["Br", "C", "N", "N", "C", "C", "C", "S", "H", "H", "H"],
  "positions_angstrom": [[-4.84390, 0.01652, -0.50282], [-3.07333, 0.13496, 0.04745], [-2.49286, 1.43765, 0.13498], [-1.45082, 1.74729, 0.79554], [-0.29028, 1.28716, 0.60987], [0.00038, 0.02578, 0.00465], [-0.77037, -1.04340, 0.02038], [-2.29886, -1.16809, 0.95812], [0.49548, 1.74460, 1.00849], [0.98827, -0.05401, -0.42432], [-0.56987, -2.11786, -0.28545]],
  "multiplicity": 1,
  "relative_energy_kcal_mol": 27.9,
  "homo_lumo_gap_ev": [8.410, 8.409],
  "total_energy_ha": -3235.8011,
  "e_homo_ha": [-0.3249, -0.3249],
  "smiles": "BrC1=NN=CC=CS1"
}

# 4
{
  "formula": "C26H54N2O25S3",
  "method": "the ωB97M-V functional and the def2-TZVPD basis",
  "elements": ["C", "N", "C", "C", "C", "C", "O", "H", "H", "H", "H", "H", "H", "H", "H", "H", "H", "H", "H", "H", "H", "N", "O", "O", "O", "O", "S", "O", "O", "C", "C", "C", "H", "H", "H", "H", "H", "H", "H", "H", "O", "S", "O", "O", "C", "C", "C", "H", "H", "H", "H", "H", "H", "H", "H", "O", "S", "O", "O", "C", "C", "C", "H", "H", "H", "H", "H", "H", "H", "H", "C", "C", "O", "C", "O", "O", "H", "H", "H", "H", "C", "C", "O", "C", "O", "O", "H", "H", "H", "H", "C", "C", "O", "C", "O", "O", "H", "H", "H", "H", "C", "C", "O", "C", "O", "O", "H", "H", "H", "H"],
  "positions_angstrom": [[-3.08620, -1.59483, -0.80671], [-1.89403, -1.30749, 0.00838], [-2.19506, -0.15391, 0.98755], [-1.57787, -2.51388, 0.83579], [-0.68898, -1.05679, -0.81952], [-0.49833, 0.22504, -1.55596], [0.68607, 0.32540, -2.29549], [-3.89778, -2.13106, -0.40110], [-2.92854, -2.31361, -1.61221], [-3.27484, -0.69804, -1.33385], [-2.68859, 0.76390, 0.61107], [-1.14906, 0.18798, 1.36523], [-2.78154, -0.25331, 1.89661], [-2.46337, -2.94064, 1.40383], [-0.68394, -2.59976, 1.26875], [-1.74449, -3.30566, 0.16695], [-0.48279, -1.74346, -1.54763], [0.14580, -1.22732, 0.05451], [-0.56007, 1.05129, -0.74823], [-1.35323, 0.52435, -2.13447], [0.48956, -0.17831, -2.95543], [-0.48763, -2.69229, -4.81558], [-1.23297, -2.71754, -3.81781], [0.56979, -1.94366, -4.87028], [-0.95469, -3.33020, -5.80184], [4.25239, 2.21437, -4.53524], [4.44303, 2.70412, -3.19273], [5.59469, 2.36032, -2.49761], [4.06705, 4.34219, -3.29804], [4.53616, 5.24983, -2.33518], [4.26143, 6.69462, -2.73708], [3.19294, 2.09628, -2.21910], [5.69682, 5.24502, -2.36243], [4.33731, 4.89523, -1.45804], [4.67844, 6.80868, -3.66791], [4.89004, 7.25008, -2.10562], [3.08118, 6.94850, -2.72234], [2.41250, 2.35122, -2.68301], [3.39816, 2.84892, -1.30902], [3.31673, 1.08898, -1.91656], [-0.93654, 2.87815, 1.10843], [-0.84632, 3.01798, 2.52877], [-0.09091, 2.07503, 3.21081], [0.11993, 4.44099, 2.56425], [1.52130, 4.38098, 2.41748], [2.11334, 5.82387, 2.15485], [-2.45335, 3.36906, 3.23938], [1.89505, 3.78786, 1.83518], [1.91537, 3.84163, 3.40207], [1.75771, 6.65020, 2.83680], [1.69399, 6.24534, 1.34084], [3.06219, 5.63454, 2.00474], [-2.32241, 3.87656, 4.17801], [-3.07599, 2.38362, 3.28876], [-3.03695, 3.88423, 2.65618], [3.83223, -1.95947, 3.90532], [2.59517, -2.58566, 3.42031], [2.14773, -2.31800, 2.06208], [2.95605, -4.20578, 3.37039], [3.92422, -4.61206, 2.55674], [3.96488, -6.12267, 2.60947], [1.37585, -2.33273, 4.57202], [4.91053, -4.09898, 2.73724], [3.67405, -4.45331, 1.48182], [4.02458, -6.38893, 3.51020], [4.91421, -6.47935, 1.92253], [2.98898, -6.51104, 2.11073], [0.94669, -1.16574, 4.79502], [1.47959, -2.76476, 5.65037], [0.42162, -3.06175, 4.28058], [-2.02768, -8.05750, 1.25837], [-1.67904, -6.88645, 2.13233], [-2.47084, -5.78096, 1.73909], [-3.00664, -6.15811, 0.60866], [-3.55093, -5.26645, -0.06853], [-2.77882, -7.36046, 0.22480], [-2.60320, -8.80201, 1.95017], [-1.00163, -8.40631, 0.78861], [-0.72824, -6.65607, 2.03953], [-1.64977, -7.12894, 3.15689], [2.17603, -4.32104, -2.73188], [2.99816, -5.08070, -1.67583], [2.00385, -5.43266, -0.79016], [0.77320, -4.99244, -1.28900], [-0.28971, -5.19389, -0.62336], [0.82624, -4.34876, -2.37576], [2.35218, -4.60701, -3.83101], [2.44401, -3.07680, -2.79871], [3.77787, -4.44949, -0.98619], [3.42625, -5.79965, -2.08543], [-6.82310, 3.35980, 0.14650], [-5.59322, 4.10573, 0.72800], [-4.43268, 3.60770, 0.07781], [-4.78053, 2.51186, -0.67642], [-4.00194, 1.72205, -1.21538], [-6.13840, 2.33891, -0.68365], [-7.30565, 4.17635, -0.37142], [-7.34789, 2.91473, 0.74821], [-5.33100, 3.81357, 1.76561], [-5.74663, 5.01562, 0.83050], [-1.98911, 5.53765, -1.15731], [-2.02710, 4.19262, -1.93094], [-0.76450, 4.09995, -2.47079], [-0.02758, 5.13870, -2.18890], [1.13476, 5.33540, -2.63928], [-0.79770, 6.13642, -1.63104], [-1.99439, 5.36615, -0.09491], [-3.01093, 6.06053, -1.38018], [-2.69561, 4.36933, -2.82200], [-2.21698, 3.29825, -1.47099]],
  "multiplicity": 1,
  "relative_energy_kcal_mol": 119.1,
  "homo_lumo_gap_ev": 6.090,
  "total_energy_ha": -4207.3650,
  "e_homo_ha": -0.2546
}

Number 4 is which compound?
C26H54N2O25S3